No. 1
ORCA calculation (wB97M-V/def2-TZVPD) on a molecular structure, C22H21MoN3O6S3 at a distorted geometry.

Geometry as ORCA input:
```
! wB97M-V def2-TZVPD RIJCOSX def2/J DEFGRID3
* xyz 0 3
Mo 1.393 0.910 0.275
C -2.823 1.378 0.137
C -1.516 0.961 0.807
N -0.632 0.227 0.112
N -0.988 -0.237 -1.094
C -0.145 -1.220 -1.532
S 1.327 -1.420 -0.627
S -0.573 -2.278 -2.796
C -0.806 -3.839 -1.809
C -2.134 -3.930 -1.104
C -3.172 -4.698 -1.626
C -4.318 -4.920 -0.892
C -4.569 -4.139 0.246
C -3.599 -3.290 0.732
C -2.372 -3.158 0.037
C -1.224 1.249 2.174
C -2.199 1.949 2.962
C -1.925 2.333 4.306
C -0.584 2.253 4.758
C 0.394 1.622 4.017
C 0.081 1.139 2.760
O 1.073 0.434 2.184
H -2.817 0.868 -0.810
H -2.820 2.448 0.043
H -3.731 1.112 0.703
H 0.048 -3.911 -1.148
H -0.724 -4.663 -2.545
H -2.961 -5.162 -2.611
H -5.034 -5.687 -1.179
H -5.539 -4.170 0.718
H -3.768 -2.697 1.629
H -1.560 -2.445 0.301
H -3.170 2.246 2.531
H -2.679 2.835 4.928
H -0.382 2.767 5.691
H 1.419 1.513 4.366
O 3.512 0.422 0.750
C 4.441 1.300 0.062
C 3.987 1.374 -1.400
C 4.901 1.304 -2.474
C 4.471 0.917 -3.749
C 3.105 1.021 -3.951
C 2.231 1.183 -2.901
N 2.661 1.334 -1.638
H 3.760 0.419 1.689
H 5.410 0.834 0.112
H 4.471 2.295 0.532
H 5.938 1.424 -2.226
H 5.231 0.641 -4.479
H 2.782 0.843 -5.006
H 1.151 1.238 -3.059
O -0.034 3.874 1.220
S 1.004 3.495 0.285
O 1.438 4.544 -0.621
O 0.359 2.396 -0.692
O 2.207 2.763 0.904
*
```

As for the expectation value of S²: 2.019. As for the total energy: -2729.41116 hartree. The HOMO energy (alpha / beta) comes out at -0.281 / -0.291 Ha. The HOMO-LUMO gap (alpha / beta) comes out at 6.883 / 7.158 eV. The energy above the lowest of the compared OMol25 structures with the same formula, charge and spin comes out at 0.0 kJ/mol. The LUMO energy (alpha / beta) comes out at -0.76 / -0.77 eV.

Mulliken atomic charge list, values in e, 8 entries: 0.72 -1.72 1.28 1.19 -1.20 0.32 -0.38 -0.12


No. 2
ORCA calculation (wB97M-V/def2-TZVPD) on a molecular structure, C6H21N5O5SSn at a distorted geometry.

Geometry as ORCA input:
```
! wB97M-V def2-TZVPD RIJCOSX def2/J DEFGRID3
* xyz 0 1
O -2.781 3.247 2.177
H -3.474 3.886 2.416
Sn -0.335 0.142 0.194
N 1.104 0.201 -1.630
N 0.383 2.260 0.033
O 1.423 -0.669 -2.723
O 0.227 3.391 0.860
C 1.507 1.428 -1.920
C 1.213 2.492 -0.973
C 2.274 1.582 -3.185
C 1.794 3.860 -1.046
H 1.992 0.799 -3.889
H 3.348 1.438 -3.002
H 2.143 2.549 -3.679
H 1.787 4.308 -0.047
H 1.166 4.504 -1.681
H 2.809 3.848 -1.457
H 1.223 -1.588 -2.479
H -0.503 3.187 1.479
O 2.188 -0.041 1.074
H 2.903 -0.180 0.415
H 2.653 0.291 1.878
C -3.323 2.355 1.198
H -3.209 1.319 1.552
H -2.703 2.462 0.297
H -4.381 2.580 0.967
O -2.038 -0.587 -1.874
H -1.846 -0.183 -2.744
H -2.684 -1.295 -2.067
N -0.116 -2.394 0.318
N -1.089 -2.801 1.288
C -1.485 -1.973 2.294
N -2.415 -2.535 3.091
S -0.915 -0.407 2.724
H 0.831 -2.684 0.601
H -0.355 -2.838 -0.580
H -1.152 -3.823 1.456
H -2.822 -1.962 3.811
H -2.703 -3.501 2.982
*
```

As for the total energy: -1503.39967 hartree. The HOMO energy (alpha / beta) comes out at -0.129 / -0.129 Ha. The HOMO-LUMO gap (alpha / beta) comes out at 3.331 / 3.330 eV. The energy above the lowest of the compared OMol25 structures with the same formula, charge and spin comes out at 0.0 kJ/mol. The LUMO energy (alpha / beta) comes out at -0.18 / -0.18 eV.

Mulliken atomic charge list, values in e, 8 entries: -0.51 0.29 -0.12 0.12 0.13 -0.56 -0.57 0.26


No. 3
ORCA calculation (wB97M-V/def2-TZVPD) on a molecular structure, C2H3OSm at a distorted geometry.

Geometry as ORCA input:
```
! wB97M-V def2-TZVPD RIJCOSX def2/J DEFGRID3
* xyz 0 8
C 0.409 0.227 1.901
C 1.718 0.500 1.644
O 0.301 0.109 -1.643
Sm -1.141 -0.360 -0.013
H 0.221 -0.139 2.924
H 2.306 1.192 2.267
H 2.345 -0.207 1.082
*
```

As for the expectation value of S²: 15.764. As for the total energy: -810.93846 hartree. The HOMO energy (alpha / beta) comes out at -0.234 / -0.232 Ha. The HOMO-LUMO gap (alpha / beta) comes out at 5.553 / 5.453 eV. The energy above the lowest of the compared OMol25 structures with the same formula, charge and spin comes out at 319.4 kJ/mol. The LUMO energy (alpha / beta) comes out at -0.82 / -0.87 eV.

Mulliken analysis output, partial charges in e: -0.74 -0.48 -0.68 1.19 0.25 0.23 0.23


No. 4
ORCA calculation (wB97M-V/def2-TZVPD) on a molecular structure, C18H28InOPSe2Si2.

Geometry as ORCA input:
```
! wB97M-V def2-TZVPD RIJCOSX def2/J DEFGRID3
* xyz 0 1
In -0.395 0.094 0.361
Se 1.140 0.513 -1.831
P 1.701 2.173 -0.556
Se 0.000 2.743 0.677
C 2.324 3.582 -1.502
C 2.061 4.884 -1.093
C 2.605 5.949 -1.796
C 3.406 5.715 -2.902
C 3.664 4.414 -3.314
C 3.123 3.346 -2.617
C 3.091 1.685 0.516
C 3.270 2.301 1.751
C 4.361 1.967 2.539
C 5.270 1.014 2.102
C 5.091 0.396 0.872
C 4.005 0.730 0.078
H 1.427 5.065 -0.234
H 2.395 6.963 -1.479
H 3.826 6.547 -3.451
H 4.282 4.231 -4.184
H 3.308 2.331 -2.948
H 2.546 3.027 2.100
H 4.493 2.443 3.502
H 6.116 0.748 2.723
H 5.795 -0.353 0.532
H 3.849 0.236 -0.873
C -4.218 -2.001 0.214
Si -3.135 -1.088 -1.015
C -1.944 -2.326 -1.789
C -4.211 -0.345 -2.352
O -2.292 0.091 -0.273
H -4.923 -2.666 -0.290
H -4.794 -1.293 0.814
H -3.621 -2.607 0.900
H -2.468 -3.179 -2.226
H -1.250 -2.723 -1.040
H -1.351 -1.857 -2.578
H -4.799 -1.111 -2.864
H -3.599 0.169 -3.096
H -4.903 0.385 -1.928
C -0.680 -2.942 2.315
Si 0.681 -1.791 1.722
C 1.650 -1.129 3.183
C 1.831 -2.704 0.558
H -0.268 -3.711 2.974
H -1.159 -3.444 1.472
H -1.454 -2.405 2.866
H 2.031 -1.950 3.796
H 1.028 -0.494 3.817
H 2.502 -0.533 2.850
H 2.287 -3.549 1.080
H 2.624 -2.046 0.200
H 1.301 -3.093 -0.314
*
```

As for the total energy: -6691.46406 hartree. The HOMO energy comes out at -0.305 Ha. The HOMO-LUMO gap comes out at 8.411 eV. The energy above the lowest of the compared OMol25 structures with the same formula, charge and spin comes out at 5.2 kJ/mol. The LUMO energy comes out at 0.11 eV.

Mulliken atomic charge list, values in e, 8 entries: 0.64 -0.32 0.19 -0.38 1.09 -0.44 -0.63 -0.42


No. 5
ORCA calculation (wB97M-V/def2-TZVPD) on 2 unconnected molecules or ions with the total composition C2H5BrO at a distorted geometry.

Geometry as ORCA input:
```
! wB97M-V def2-TZVPD RIJCOSX def2/J DEFGRID3
* xyz 0 1
C -0.601 0.796 0.425
C 0.265 -0.251 -0.198
O 0.022 -1.515 0.178
Br 2.205 0.289 -0.108
H -0.097 1.851 0.553
H -1.600 0.840 -0.008
H -0.721 0.530 1.469
H 0.092 -0.342 -1.918
H 0.434 -2.199 -0.392
*
```

As for the total energy: -2728.35547 hartree. The HOMO energy comes out at -0.343 Ha. The HOMO-LUMO gap comes out at 9.605 eV. The energy above the lowest of the compared OMol25 structures with the same formula, charge and spin comes out at 237.9 kJ/mol. The LUMO energy comes out at 0.26 eV.

Mulliken atomic charge list, values in e, 8 entries: -1.04 0.14 -0.43 -0.19 0.33 0.26 0.35 0.21


- Which value of energy above the lowest of the compared OMol25 structures with the same formula, charge and spin does entry 2 give?
  0.0 kJ/mol